Entry 1:
Here is a structure of composition C8H6O4S from OMol25. Energies are from ωB97M-V/def2-TZVPD.

## Properties
- lowest unoccupied orbital energy (spin up / spin down) (hartree) = -0.051 / -0.173
- spin multiplicity = 3

```
19
C8H6O4S (ωB97M-V/def2-TZVPD)
C -2.53301 0.65449 -0.18169
C -1.47080 1.42589 -0.36970
C -1.18702 -1.36908 -0.07600
C -0.10509 -0.59088 -0.07182
C 2.50843 -1.25778 0.47986
C 0.81039 0.12474 -0.86368
C -2.44700 -0.73570 0.42665
C -0.12789 0.91004 0.00266
O 2.80381 -2.25964 0.04787
O 1.76170 0.14711 -1.58918
O 4.88936 0.09595 0.65390
O 3.01503 1.65642 0.82214
S 3.70451 0.65672 0.05042
H -3.52144 0.98320 -0.46442
H -1.54247 2.41750 -0.78827
H -1.20514 -2.35717 -0.50873
H -2.43699 -0.64400 1.51577
H -3.31623 -1.32781 0.14553
H 0.39984 1.47000 0.76869
```

Listed below, in e, are the Löwdin charges computed for each atom: -0.066, -0.042, 0.023, -0.092, -0.112, -0.354, -0.141, -0.090, 0.115, 0.092, -0.424, -0.423, 0.771, 0.108, 0.112, 0.124, 0.136, 0.114, 0.149

---

Entry 2:
Here is a structure of composition C8H7BrMnN10 from OMol25. Energies are from ωB97M-V/def2-TZVPD.

## Properties
- lowest unoccupied orbital energy (spin up / spin down) (hartree) = -0.044 / -0.047
- spin multiplicity = 2

```
27
C8H7BrMnN10 (ωB97M-V/def2-TZVPD)
Mn 1.52064 0.73784 -0.37569
C -3.87757 -0.31516 0.42818
C -2.77610 0.61996 0.02676
C -3.02087 1.92581 -0.38080
C -1.98554 2.77724 -0.75001
C -0.72285 2.24697 -0.68485
Br 0.90807 3.15377 -1.12606
N -0.45226 1.00800 -0.30058
C -1.45173 0.19881 0.05106
H -4.84982 0.16742 0.35316
H -3.74311 -0.65130 1.45652
H -3.88603 -1.19846 -0.21080
H -4.03949 2.29157 -0.41318
H -2.16027 3.79330 -1.06909
H -1.16538 -0.79993 0.35409
N 3.17012 -2.05539 0.41580
C 2.91665 -1.14918 1.40846
N 3.28191 -1.27889 2.66543
N 2.78749 -0.17957 3.27469
N 2.18821 0.58340 2.44538
N 2.25498 0.00258 1.21212
C 2.69626 -1.92082 -0.86019
N 2.84420 -2.80672 -1.82132
N 2.18788 -2.27381 -2.87443
N 1.69704 -1.13086 -2.58807
N 2.01281 -0.84829 -1.29090
H 3.66476 -2.89830 0.65430
```

Listed below, in e, are the Löwdin charges computed for each atom: 0.569, -0.030, -0.223, 0.009, -0.051, -0.654, 0.903, -0.070, -0.020, 0.082, 0.094, 0.094, 0.127, 0.120, 0.146, 0.154, -0.463, 0.037, -0.084, -0.075, -0.115, -0.462, 0.037, -0.084, -0.074, -0.115, 0.151

---

Entry 3:
Here is an isolated molecule of C8H7ClF8O from OMol25. Energies are from ωB97M-V/def2-TZVPD.

## Properties
- SMILES = CCCC(F)(F)C(F)(F)C(F)(F)C(F)(F)C(=O)Cl
- lowest unoccupied orbital energy (hartree) = -0.030

```
25
C8H7ClF8O (ωB97M-V/def2-TZVPD)
C -0.98430 4.00264 -1.22839
C -0.94357 2.87687 -0.35923
C -0.38932 1.55896 -0.98500
C -0.09271 0.33229 0.01101
F 0.96179 0.82885 0.67692
F -1.12228 0.17069 0.91599
C 0.24941 -1.06518 -0.69756
F 1.18968 -0.73810 -1.62001
F -0.84325 -1.61733 -1.36185
C 1.00467 -2.26796 0.08911
F 1.26534 -3.29142 -0.81447
F 2.20733 -1.72412 0.46587
C 0.22523 -2.80519 1.31738
F -1.01928 -3.32223 1.25265
F 0.01256 -1.74266 2.12742
C 1.18247 -3.72083 2.07840
O 1.53606 -3.70801 3.30303
Cl 1.51357 -5.29987 1.43648
H -0.01824 4.07891 -1.75096
H -1.83020 3.98007 -1.89747
H -1.26835 4.91707 -0.62271
H -1.85637 2.61338 0.23591
H -0.17920 3.06652 0.45446
H 0.51115 1.65665 -1.43000
H -1.31219 1.21998 -1.59697
```

Listed below, in e, are the Löwdin charges computed for each atom: -0.143, -0.308, -0.065, -0.387, 0.111, 0.083, -0.268, 0.122, 0.113, -0.298, 0.100, 0.144, -0.441, 0.163, 0.133, -0.623, 0.020, 0.779, 0.096, 0.073, 0.106, 0.131, 0.127, 0.074, 0.159

---

Entry 4:
Here is an isolated molecule of C8H7FN4O2 from OMol25. Energies are from ωB97M-V/def2-TZVPD.

## Properties
- lowest unoccupied orbital energy (hartree) = -0.044

```
22
C8H7FN4O2 (ωB97M-V/def2-TZVPD)
C 1.65794 -2.56618 -0.04337
C 2.11053 -1.93806 1.04082
C 1.04215 1.95401 -0.65718
C 0.87092 -1.59585 -0.90204
C 1.66161 -0.54854 1.00048
C 0.31923 0.82784 -0.55646
C -1.18905 0.89143 -0.58949
C -2.03465 0.71190 0.69769
N 2.40976 1.99679 -0.57701
N 4.39804 0.97840 -0.17719
N 3.34856 1.37474 -0.20902
N 0.97124 -0.36693 -0.20414
O 0.31630 -1.72488 -1.98640
O 1.81059 0.33060 1.81407
F -3.31437 0.50587 0.21000
H 1.68561 -3.48653 -0.48085
H 2.77760 -2.43342 1.85791
H 0.49596 2.78796 -0.88419
H -1.59607 1.89328 -1.07976
H -1.44724 0.01726 -1.33557
H -1.87853 -0.10712 1.26112
H -1.94835 1.57563 1.24748
```

Listed below, in e, are the Löwdin charges computed for each atom: 0.068, 0.047, -0.036, -0.337, -0.437, -0.219, -0.095, -0.176, 0.098, 0.213, -0.211, 0.071, 0.117, 0.119, -0.053, 0.091, 0.166, 0.090, 0.161, 0.144, 0.084, 0.095

---

Entry 5:
Here is a structure of composition C8H7LiN4S4 from OMol25. Energies are from ωB97M-V/def2-TZVPD.

## Properties
- lowest unoccupied orbital energy (hartree) = 0.175
- charge = -2

```
24
C8H7LiN4S4 (ωB97M-V/def2-TZVPD)
Li -0.46176 -0.16027 -1.45187
N -4.29243 -2.62228 -0.16653
C -3.13419 -1.92392 -0.49376
S -2.81740 -1.66712 -2.13400
N -2.43483 -1.58746 0.57774
N -1.33090 -0.86355 0.34232
C -0.67097 -0.52980 1.39266
C 0.53643 0.25767 1.29640
C 1.25611 0.62966 2.44100
C 2.40376 1.38418 2.29965
C 2.81400 1.75507 1.02406
C 2.04049 1.34409 -0.05609
N 0.94165 0.62192 0.07195
H -4.63088 -3.19028 -0.92271
H -4.26861 -3.06328 0.74172
H -1.02328 -0.83455 2.37956
H 0.90772 0.32425 3.42134
H 2.97446 1.68144 3.17275
H 3.70606 2.34508 0.86448
H 2.31584 1.60660 -1.07400
S 2.42976 1.93335 -4.41867
C 1.29047 1.12279 -3.44328
S -0.07836 1.96118 -2.83745
S 1.52686 -0.52479 -3.02725
```

Listed below, in e, are the Löwdin charges computed for each atom: 0.369, -0.003, -0.998, 0.447, -0.081, -0.071, -0.136, -0.280, -0.058, -0.108, -0.069, -0.145, 0.052, 0.035, 0.058, 0.101, 0.093, 0.089, 0.092, 0.073, 0.142, -2.011, 0.205, 0.204

---

Entry 6:
Here is an isolated molecule of C8H7N3 from OMol25. Energies are from ωB97M-V/def2-TZVPD.

## Properties
- SMILES = Nc1cccc2nnccc12
- lowest unoccupied orbital energy (hartree) = -0.018

```
18
C8H7N3 (ωB97M-V/def2-TZVPD)
N 1.87964 2.01180 0.26457
C 1.36969 0.66051 0.12236
C 2.21288 -0.37723 0.00753
C 1.70780 -1.67784 -0.29496
C 0.39171 -1.93205 -0.07606
C -0.55291 -0.80266 0.00431
N -1.74750 -1.20171 0.45584
N -2.76567 -0.24835 0.24070
C -2.25898 1.07376 -0.24529
C -0.97188 1.46031 -0.53152
C -0.00276 0.42890 -0.16479
H 1.69885 2.44866 1.36810
H 2.98152 1.93962 0.14729
H 3.29214 -0.34648 0.18665
H 2.62585 -2.35477 -0.51379
H 0.04167 -2.88334 -0.04202
H -3.01460 1.77347 0.01722
H -0.56405 2.48852 -0.82061
```

Listed below, in e, are the Löwdin charges computed for each atom: 0.017, -0.315, -0.065, -0.076, -0.004, -0.281, 0.079, 0.054, -0.103, 0.007, -0.142, 0.180, 0.115, 0.115, 0.137, 0.072, 0.074, 0.135

---

Entry 7:
Here is a structure of composition C8H7N4O3PS from OMol25. Energies are from ωB97M-V/def2-TZVPD.

## Properties
- lowest unoccupied orbital energy (hartree) = -0.061

```
24
C8H7N4O3PS (ωB97M-V/def2-TZVPD)
C 1.26305 1.63719 1.56957
C 0.17125 0.80688 0.78409
C 0.50899 -0.05467 -0.36484
P 2.23155 -0.26826 -1.04454
N 3.39102 0.12512 -0.05373
O 2.33419 0.75085 -2.39753
O 2.49696 -1.87818 -1.48364
C -0.60612 -0.85141 -1.09896
C -1.98110 -0.74368 -0.60388
N -3.00323 -1.55606 -1.32729
C -3.01019 -2.67642 -0.75373
O -2.94031 -3.64348 -0.10207
C -2.40834 0.09835 0.57603
N -3.68408 0.20385 1.10328
S -3.46069 1.25531 2.39327
N -1.84083 1.57829 2.29706
C -1.26510 0.87212 1.24416
H 1.66342 1.10092 2.47335
H 0.71797 2.55590 1.96527
H 2.08338 2.01610 0.90707
H 3.89715 0.88876 -0.51985
H 2.16821 1.65380 -2.04550
H 1.63863 -2.34628 -1.55326
H -0.36577 -1.52497 -1.96434
```

Listed below, in e, are the Löwdin charges computed for each atom: -0.074, -0.142, -0.178, 0.612, -0.193, -0.206, -0.165, 0.008, -0.168, 0.128, -0.281, 0.197, -0.271, -0.221, 0.988, -0.261, -0.232, 0.096, 0.080, 0.057, -0.011, 0.074, 0.053, 0.111

---

Entry 8:
Here is a structure of composition C8H7N5 from OMol25. Energies are from ωB97M-V/def2-TZVPD.

## Properties
- lowest unoccupied orbital energy (hartree) = -0.083

```
20
C8H7N5 (ωB97M-V/def2-TZVPD)
C -2.64480 -1.86594 -0.12718
C -1.72551 -0.89708 0.42842
C 0.37597 0.12507 -0.34357
C 2.65182 0.32671 0.02371
C 2.49273 1.73378 0.28062
C 0.08221 1.54897 0.03849
C -1.05724 2.45516 -0.41894
C 3.89703 -0.13136 -0.26483
H -2.01047 -2.43718 -1.17322
H -3.99554 -0.92559 -0.36571
H -2.66423 -2.46288 1.06845
H -2.25149 -0.00224 0.76545
H -1.40717 -1.32625 1.44628
H -0.14437 -1.72468 -0.38884
H 3.28915 2.41872 0.72066
N -0.61803 -0.79264 -0.65968
N 1.58936 -0.58221 -0.07879
N 1.27412 2.33123 0.42193
N -1.92212 3.17878 -0.76526
N 4.78856 -0.97039 -0.60800
```

Listed below, in e, are the Löwdin charges computed for each atom: -0.156, -0.431, -0.237, -0.301, -0.081, -0.105, -0.148, -0.132, 0.159, 0.201, 0.136, 0.089, 0.112, 0.138, 0.141, -0.005, 0.194, 0.099, 0.144, 0.183

---

Number 1: DFT total energy -27409.7297 eV. Number 2: DFT total energy -124670.0487 eV. Number 3: DFT total energy -44717.0489 eV. Number 4: DFT total energy -21178.3251 eV. Number 5: DFT total energy -57918.5998 eV. Number 6: DFT total energy -12875.7125 eV. Number 7: DFT total energy -40634.5711 eV. Number 8: DFT total energy -15850.2399 eV.